The following is a quantum chemistry calculation of a 9-piece molecular cluster, C63H84ClF2N12O6P overall in a non-equilibrium geometry, from the Open Molecules 2025 dataset.

Computed properties:
charge	0
total energy	-124103.180	eV
Kohn-Sham gap	9.170	eV
lowest unoccupied orbital energy	0.3	eV

Each atom is followed by the atoms it is bonded to, with distances in Å.
Cartesian coordinates (Å):
1 H 1.609 -1.254 -0.755  N2 1.023
2 N 1.090 -1.847 -0.103  H1 1.023, C3 1.256
3 C 0.340 -1.132 0.606  N2 1.256, C4 1.508, H39 1.098
4 C -0.526 -1.817 1.633  C3 1.508, C5 1.553, H40 1.103, H41 1.100
5 C -0.855 -0.996 2.909  C4 1.553, N6 1.464, C13 1.575, H42 1.108
6 N -1.337 0.370 2.699  C5 1.464, N7 1.405, C8 1.457
7 N -0.339 1.311 2.393  N6 1.405, H43 1.021, H44 1.018
8 C -2.530 0.442 1.865  N6 1.457, P9 1.878, H45 1.095, H46 1.102
9 P -3.975 0.964 2.944  C8 1.878, O10 1.470, O11 1.617, O12 1.630
10 O -5.085 0.032 2.693  P9 1.470
11 O -4.390 2.504 2.676  P9 1.617, H47 0.975
12 O -3.580 0.809 4.518  P9 1.630, H48 0.970
13 C 0.266 -1.107 4.010  C5 1.575, F14 1.383, C15 1.566, O19 1.388
14 F -0.169 -0.220 4.978  C13 1.383
15 C 0.171 -2.579 4.533  C13 1.566, C16 1.557, H49 1.098, H50 1.097
16 C -0.122 -2.701 6.057  C15 1.557, C17 1.557, Cl18 1.795, H51 1.093
17 C -0.644 -4.154 6.267  C16 1.557, H52 1.097, H53 1.095, H54 1.106
18 Cl 1.346 -2.553 7.079  C16 1.795
19 O 1.449 -0.746 3.379  C13 1.388, C20 1.404
20 C 2.649 -0.680 4.104  O19 1.404, C21 1.573, C32 1.567, O36 1.436
21 C 3.543 0.332 3.295  C20 1.573, C22 1.571, H55 1.096, H56 1.102
22 C 3.985 -0.237 1.900  C21 1.571, C23 1.573, H57 1.094, H58 1.097
23 C 3.660 0.830 0.792  C22 1.573, C24 1.554, H59 1.102, H60 1.103
24 C 4.700 1.983 0.847  C23 1.554, C25 1.552, H61 1.102, H62 1.102
25 C 4.280 3.223 0.015  C24 1.552, C26 1.546, H63 1.103, H64 1.100
26 C 3.139 4.001 0.712  C25 1.546, C27 1.554, H65 1.101, H66 1.101
27 C 3.620 4.903 1.882  C26 1.554, C28 1.569, H67 1.099, H68 1.101
28 C 2.905 4.533 3.229  C27 1.569, C29 1.542, H69 1.096, H70 1.102
29 C 2.985 5.738 4.188  C28 1.542, O30 1.414, H71 1.105, H72 1.103
30 O 2.352 5.509 5.432  C29 1.414, C31 1.426
31 C 1.066 6.118 5.530  O30 1.426, H73 1.100, H74 1.099, H75 1.102
32 C 3.464 -2.018 4.149  C20 1.567, C33 1.552, H76 1.092, H77 1.102
33 C 4.896 -1.835 4.718  C32 1.552, C34 1.546, F35 1.415, H78 1.094
34 C 6.014 -2.167 3.702  C33 1.546, H79 1.096, H80 1.093, H81 1.099
35 F 5.040 -2.783 5.759  C33 1.415
36 O 2.589 -0.255 5.474  C20 1.436, C37 1.288
37 C 2.451 1.016 5.635  O36 1.288, N38 1.117
38 N 2.299 2.122 5.640  C37 1.117
39 H 0.331 -0.049 0.418  C3 1.098
40 H -1.481 -2.132 1.178  C4 1.103
41 H -0.025 -2.759 1.904  C4 1.100
42 H -1.715 -1.516 3.374  C5 1.108
43 H -0.373 1.633 1.424  N7 1.021
44 H -0.456 2.140 2.972  N7 1.018
45 H -2.854 -0.514 1.438  C8 1.095
46 H -2.467 1.214 1.081  C8 1.102
47 H -4.878 2.791 3.470  O11 0.975
48 H -3.219 -0.086 4.620  O12 0.970
49 H -0.664 -3.118 4.067  C15 1.098
50 H 1.052 -3.175 4.262  C15 1.097
51 H -0.948 -2.055 6.366  C16 1.093
52 H 0.075 -4.904 5.919  C17 1.097
53 H -0.993 -4.328 7.290  C17 1.095
54 H -1.533 -4.260 5.618  C17 1.106
55 H 4.405 0.673 3.880  C21 1.096
56 H 2.970 1.237 3.037  C21 1.102
57 H 5.066 -0.393 1.832  C22 1.094
58 H 3.398 -1.121 1.622  C22 1.097
59 H 2.619 1.160 0.947  C23 1.102
60 H 3.685 0.307 -0.179  C23 1.103
61 H 4.850 2.263 1.902  C24 1.102
62 H 5.633 1.564 0.436  C24 1.102
63 H 5.165 3.877 -0.054  C25 1.103
64 H 4.014 2.922 -1.009  C25 1.100
65 H 2.403 3.259 1.057  C26 1.101
66 H 2.659 4.635 -0.051  C26 1.101
67 H 3.354 5.947 1.664  C27 1.099
68 H 4.696 4.782 2.078  C27 1.101
69 H 3.428 3.654 3.622  C28 1.096
70 H 1.852 4.309 2.990  C28 1.102
71 H 4.056 5.914 4.394  C29 1.105
72 H 2.584 6.627 3.672  C29 1.103
73 H 0.637 6.364 4.547  C31 1.100
74 H 0.402 5.395 6.024  C31 1.099
75 H 1.164 7.015 6.164  C31 1.102
76 H 3.442 -2.547 3.194  C32 1.092
77 H 2.963 -2.621 4.924  C32 1.102
78 H 5.028 -0.864 5.204  C33 1.094
79 H 5.543 -2.629 2.828  C34 1.096
80 H 6.749 -2.868 4.108  C34 1.093
81 H 6.504 -1.254 3.335  C34 1.099
82 C -1.669 3.743 -3.072  C83 1.385, C87 1.386, H88 1.083
83 C -1.898 2.378 -3.148  C82 1.385, C84 1.386, H89 1.082
84 C -1.201 1.547 -2.286  C83 1.386, N85 1.336, H90 1.086
85 N -0.318 1.986 -1.384  C84 1.336, C86 1.332
86 C -0.115 3.301 -1.328  N85 1.332, C87 1.386, H91 1.085
87 C -0.758 4.219 -2.143  C82 1.386, C86 1.386, H92 1.082
88 H -2.195 4.425 -3.729  C82 1.083
89 H -2.603 1.970 -3.860  C83 1.082
90 H -1.349 0.472 -2.306  C84 1.086
91 H 0.608 3.627 -0.588  C86 1.085
92 H -0.552 5.277 -2.052  C87 1.082
93 C -7.143 -1.814 -0.767  C94 1.385, C98 1.386, H99 1.084
94 C -6.685 -1.238 0.407  C93 1.385, C95 1.388, H100 1.080
95 C -7.558 -1.152 1.482  C94 1.388, N96 1.337, H101 1.081
96 N -8.820 -1.590 1.446  C95 1.337, C97 1.335
97 C -9.242 -2.138 0.304  N96 1.335, C98 1.385, H102 1.085
98 C -8.449 -2.276 -0.824  C93 1.386, C97 1.385, H103 1.082
99 H -6.491 -1.902 -1.628  C93 1.084
100 H -5.675 -0.865 0.494  C94 1.080
101 H -7.242 -0.715 2.419  C95 1.081
102 H -10.271 -2.482 0.306  C97 1.085
103 H -8.844 -2.731 -1.723  C98 1.082
104 C -7.754 2.170 -3.126  C105 1.385, C109 1.386, H110 1.083
105 C -7.456 3.237 -3.958  C104 1.385, C106 1.387, H111 1.083
106 C -6.180 3.310 -4.496  C105 1.387, N107 1.335, H112 1.085
107 N -5.219 2.416 -4.256  C106 1.335, C108 1.335
108 C -5.529 1.398 -3.450  N107 1.335, C109 1.386, H113 1.086
109 C -6.773 1.228 -2.864  C104 1.386, C108 1.386, H114 1.082
110 H -8.739 2.074 -2.685  C104 1.083
111 H -8.195 3.995 -4.186  C105 1.083
112 H -5.902 4.126 -5.155  C106 1.085
113 H -4.728 0.687 -3.270  C108 1.086
114 H -6.968 0.381 -2.219  C109 1.082
115 C -11.849 7.366 -5.103  C116 1.384, C120 1.385, H121 1.083
116 C -11.980 5.991 -5.186  C115 1.384, C117 1.386, H122 1.082
117 C -10.831 5.218 -5.122  C116 1.386, N118 1.335, H123 1.085
118 N -9.601 5.720 -4.989  C117 1.335, C119 1.337
119 C -9.499 7.051 -4.913  N118 1.337, C120 1.386, H124 1.085
120 C -10.584 7.912 -4.962  C115 1.385, C119 1.386, H125 1.082
121 H -12.722 8.006 -5.148  C115 1.083
122 H -12.950 5.526 -5.297  C116 1.082
123 H -10.886 4.136 -5.180  C117 1.085
124 H -8.489 7.433 -4.807  C119 1.085
125 H -10.441 8.981 -4.893  C120 1.082
126 C 5.903 -6.451 -0.721  C127 1.386, C131 1.383, H132 1.084
127 C 4.958 -6.174 0.255  C126 1.386, C128 1.385, H133 1.082
128 C 5.202 -5.122 1.122  C127 1.385, N129 1.335, H134 1.086
129 N 6.298 -4.362 1.076  C128 1.335, C130 1.335
130 C 7.195 -4.648 0.130  N129 1.335, C131 1.387, H135 1.084
131 C 7.046 -5.676 -0.790  C126 1.383, C130 1.387, H136 1.081
132 H 5.747 -7.266 -1.419  C126 1.084
133 H 4.053 -6.761 0.340  C127 1.082
134 H 4.490 -4.866 1.901  C128 1.086
135 H 8.076 -4.015 0.118  C130 1.084
136 H 7.805 -5.861 -1.538  C131 1.081
137 C 7.424 -5.855 -6.360  C138 1.385, C142 1.385, H143 1.083
138 C 8.724 -5.405 -6.195  C137 1.385, C139 1.387, H144 1.082
139 C 9.027 -4.681 -5.052  C138 1.387, N140 1.334, H145 1.085
140 N 8.138 -4.389 -4.102  C139 1.334, C141 1.334
141 C 6.892 -4.829 -4.281  N140 1.334, C142 1.386, H146 1.085
142 C 6.485 -5.563 -5.385  C137 1.385, C141 1.386, H147 1.082
143 H 7.146 -6.424 -7.239  C137 1.083
144 H 9.486 -5.611 -6.934  C138 1.082
145 H 10.032 -4.312 -4.877  C139 1.085
146 H 6.192 -4.573 -3.493  C141 1.085
147 H 5.460 -5.897 -5.477  C142 1.082
148 C -6.289 4.987 -10.052  C149 1.385, C153 1.385, H154 1.083
149 C -4.999 5.480 -9.937  C148 1.385, C150 1.386, H155 1.082
150 C -4.684 6.238 -8.821  C149 1.386, N151 1.334, H156 1.085
151 N -5.553 6.525 -7.850  C150 1.334, C152 1.334
152 C -6.790 6.043 -7.981  N151 1.334, C153 1.386, H157 1.085
153 C -7.206 5.271 -9.055  C148 1.385, C152 1.386, H158 1.082
154 H -6.574 4.388 -10.909  C148 1.083
155 H -4.254 5.280 -10.695  C149 1.082
156 H -3.687 6.643 -8.686  C150 1.085
157 H -7.473 6.294 -7.177  C152 1.085
158 H -8.223 4.904 -9.107  C153 1.082
159 C 6.343 -10.707 2.195  C160 1.385, C164 1.385, H165 1.083
160 C 7.703 -10.931 2.332  C159 1.385, C161 1.387, H166 1.082
161 C 8.558 -9.843 2.255  C160 1.387, N162 1.334, H167 1.085
162 N 8.149 -8.590 2.052  C161 1.334, C163 1.335
163 C 6.835 -8.395 1.921  N162 1.335, C164 1.387, H168 1.081
164 C 5.895 -9.413 1.986  C159 1.385, C163 1.387, H169 1.082
165 H 5.641 -11.530 2.251  C159 1.083
166 H 8.092 -11.927 2.496  C160 1.082
167 H 9.631 -9.970 2.360  C161 1.085
168 H 6.535 -7.370 1.755  C163 1.081
169 H 4.841 -9.196 1.874  C164 1.082